ORCA calculation (ωB97M-V/def2-TZVPD) on a 2-piece molecular cluster, C4H11N4 overall at a distorted geometry.

```
19
Properties=species:S:1:pos:R:3:forces:R:3
C 2.7673 0.1165 -0.0107 -0.9 0.0 0.1
C -2.2981 0.2941 -0.9001 0.0 -0.2 -0.1
C -1.0283 1.7447 0.5030 0.3 1.2 0.4
C -0.9777 -1.9088 0.2156 -0.3 -0.1 -0.2
N 1.6521 0.1930 0.2696 1.1 0.3 0.0
N -1.3896 0.4376 -0.0028 -0.5 -0.1 -0.6
N 4.0110 0.0082 -0.3351 1.3 -0.1 -0.3
N -0.7427 -0.5464 0.6047 -0.2 -0.8 1.0
H -2.8226 1.1521 -1.2741 0.0 0.3 0.1
H -2.5500 -0.6733 -1.2951 0.1 -0.2 0.1
H -1.2235 1.7878 1.5748 -0.1 -0.2 -0.1
H 0.0388 1.9129 0.3480 -0.2 -0.1 -0.1
H -1.5991 2.5216 0.0004 0.0 -0.2 -0.1
H -0.4043 -2.5462 0.8819 0.0 0.1 0.0
H -2.0349 -2.1568 0.3254 0.0 -0.1 0.0
H -0.6683 -2.1093 -0.8140 0.0 0.0 -0.1
H 4.7117 -0.0517 0.3845 0.1 0.0 0.0
H 4.3111 0.1309 -1.2877 0.0 0.0 0.0
H 0.2471 -0.3069 0.8117 -0.7 0.1 -0.3
```
Positions in Å, forces in eV/Å.

Net charge: +1
ΔE to the lowest compared entry with this formula, charge and spin (eV): 2.582
Max |F| (hartree/bohr): 0.0264
Kohn-Sham gap (alpha / beta) (eV): 9.97 / 9.97
E_LUMO (alpha / beta) (eV): -3.327 / -3.327
Highest occupied orbital energy (alpha / beta) (eV): -13.30 / -13.30

ORCA calculation (ωB97M-V/def2-TZVPD) on a 2-piece molecular cluster, C4H11N4 overall at a distorted geometry.

```
19
Properties=species:S:1:pos:R:3:forces:R:3
C -0.9496 0.6513 0.0074 -1.3 -2.6 3.2
C -0.9807 1.3280 -1.2387 0.8 2.2 -1.9
C 2.8528 0.6360 0.5899 0.8 -1.2 2.1
C -1.8233 -1.5432 1.0228 1.5 2.1 4.7
N 1.1540 -1.4477 -1.5540 -0.3 -1.7 -1.4
N 1.5394 -0.7568 -0.7724 0.0 0.6 0.0
N 1.6371 0.1059 0.0578 -1.7 0.8 1.1
N -1.6353 -0.4791 0.0909 0.2 1.1 -1.6
H -0.4683 2.3452 -1.1247 -0.5 -1.7 -0.8
H -1.9924 1.4815 -1.6121 -0.4 0.4 0.5
H -0.6510 0.6563 -2.0659 0.7 0.6 0.5
H 3.6579 -0.0323 0.1372 -0.2 1.8 0.7
H 2.7801 1.7347 0.4247 1.0 -0.9 -0.1
H 2.8307 0.4639 1.7691 0.3 0.4 -2.5
H -1.9625 -1.1104 2.0890 -0.5 -0.7 -1.7
H -0.9053 -2.0233 1.1913 1.6 -0.8 -0.2
H -2.4869 -2.3191 0.7944 -1.5 -0.3 -0.8
H -0.4721 1.0683 0.9415 -0.6 -0.7 -1.2
H -2.1248 -0.7593 -0.7482 0.2 0.5 -0.6
```
Positions in Å, forces in eV/Å.

Net charge: +1
ΔE to the lowest compared entry with this formula, charge and spin (eV): 4.670
Max |F| (hartree/bohr): 0.1045
Kohn-Sham gap (eV): 8.79
E_LUMO (eV): -4.496
Highest occupied orbital energy (eV): -13.29

ORCA calculation (ωB97M-V/def2-TZVPD) on one molecule with the formula C4H11N5 at a distorted geometry.

```
20
Properties=species:S:1:pos:R:3:forces:R:3
C 1.1022 0.9637 3.0085 -0.7 1.1 2.0
N 0.5779 1.3997 1.7556 1.2 -1.9 -1.1
N -0.5195 0.7832 1.2489 -1.2 0.0 0.8
C -0.4806 0.0956 0.0935 1.9 -1.8 -3.0
N -1.3931 -0.7033 -0.3042 -0.4 0.5 1.3
C -1.3379 -1.4247 -1.5479 0.3 3.1 -1.7
C -0.1539 -0.9339 -2.4293 -0.8 0.7 0.6
N 1.0266 -0.7828 -1.5794 0.8 0.8 0.2
N 0.7650 0.3341 -0.6417 0.0 -0.7 1.8
H 1.0740 -0.0953 3.2215 0.1 -0.4 -0.7
H 2.1202 1.3660 3.1443 -0.4 -0.3 0.0
H 0.4375 1.4095 3.7924 0.7 -0.3 0.1
H 0.4766 2.3550 1.7178 -0.1 2.5 -0.1
H -1.4004 0.8068 1.7280 -0.3 -0.1 0.3
H -1.3459 -2.4658 -1.4453 0.1 -1.6 0.6
H -2.2288 -1.1499 -2.1691 0.3 -0.4 0.7
H 0.0109 -1.6440 -3.2267 0.4 -0.2 -0.2
H -0.4732 0.0457 -2.8711 0.4 -0.6 0.2
H 1.8299 -0.4067 -2.1223 -1.0 -0.5 0.3
H 1.5209 0.3591 0.1257 -1.3 -0.1 -1.8
```
Positions in Å, forces in eV/Å.

ΔE to the lowest compared entry with this formula, charge and spin (eV): 2.344
Max |F| (hartree/bohr): 0.0776
SMILES: CNNC1=NCCNN1
Kohn-Sham gap (eV): 8.92
E_LUMO (eV): 0.944
Highest occupied orbital energy (eV): -7.98

ORCA calculation (ωB97M-V/def2-TZVPD) on an isolated ion of composition C4H11N8 and charge +1 at a distorted geometry.

```
23
Properties=species:S:1:pos:R:3:forces:R:3
C -1.0702 0.8311 -1.7639 -1.6 -0.6 -1.5
C -0.2069 -0.6918 -0.3364 0.8 2.1 -2.6
C 0.0892 0.8429 0.2010 1.4 -1.8 1.9
C 0.9071 -2.1274 1.0511 -0.7 2.3 -1.3
N 2.0319 -1.2810 2.8829 1.4 0.9 2.2
N 2.3258 -0.2790 2.2099 -0.4 -0.1 1.7
N -1.3455 -0.4126 -1.1349 2.2 -1.7 -1.4
N -0.4573 1.6585 -0.7317 -0.5 2.0 -1.3
N -0.3184 -1.6824 0.6273 -1.8 -0.7 1.3
N 1.2706 -2.2794 2.3169 -1.3 -1.5 0.2
N 2.0931 -0.3092 0.9425 -0.7 -0.3 -1.3
N 1.5785 1.0391 0.4443 2.9 0.3 -0.7
H -0.4497 0.6285 -2.6883 -0.5 0.7 1.1
H -2.1004 1.1479 -2.0258 1.0 0.7 -0.4
H 0.5870 -0.9299 -1.0773 -0.1 0.0 0.7
H -0.2436 0.8855 1.2223 -0.7 0.3 0.5
H 1.5182 -2.5504 0.3105 0.8 0.0 -1.1
H -2.1778 -0.4094 -0.6705 -2.7 -0.1 1.6
H -1.0386 2.4504 -0.4503 0.5 -0.5 0.1
H -1.1195 -1.4532 1.2593 1.4 -0.7 0.0
H 0.5709 -2.7523 2.9050 0.8 0.9 0.5
H 2.1598 1.0563 -0.4252 -1.1 0.3 0.3
H 1.9247 1.9632 0.9459 -1.1 -2.4 -0.4
```
Positions in Å, forces in eV/Å.

Net charge: +1
ΔE to the lowest compared entry with this formula, charge and spin (eV): 0.000
Max |F| (hartree/bohr): 0.0663
Kohn-Sham gap (eV): 8.57
E_LUMO (eV): -4.041
Highest occupied orbital energy (eV): -12.61

ORCA calculation (ωB97M-V/def2-TZVPD) on a 2-piece molecular cluster, C4H11NO overall at a distorted geometry.

```
17
Properties=species:S:1:pos:R:3:forces:R:3
C -1.0194 1.9359 -1.9551 -0.8 -0.5 -0.3
N -1.0971 0.9203 -1.2115 0.5 0.1 -0.2
C 0.0763 0.0666 -1.0898 0.7 1.1 0.8
C 0.9080 0.5462 0.1289 -0.2 -1.5 0.7
C 1.4783 -0.6306 0.9152 0.4 -0.8 1.4
H -0.1733 2.1666 -2.6183 0.0 0.0 0.2
H -1.9425 2.5130 -2.0362 0.4 0.4 -0.1
H -0.2778 -0.9314 -0.8506 0.1 -0.2 -0.4
H 0.7790 0.1270 -1.9379 -0.6 -0.4 -0.2
H 1.7709 1.1585 -0.1296 -0.4 0.4 -0.2
H 0.2521 1.0339 0.8530 0.0 0.4 -0.4
H 1.8150 -0.2852 1.9060 0.3 0.1 -0.4
H 0.7789 -1.4101 1.2352 -0.6 0.3 -0.5
H 2.2986 -1.2144 0.4876 0.1 0.5 -0.4
O -2.0021 -1.6291 2.0591 -0.3 0.1 1.0
H -2.0321 -2.1895 2.8523 0.0 0.3 -0.4
H -1.6130 -2.1777 1.3917 0.3 -0.4 -0.6
```
Positions in Å, forces in eV/Å.

ΔE to the lowest compared entry with this formula, charge and spin (eV): 1.810
Max |F| (hartree/bohr): 0.0319
SMILES: C=NCCC.O
Kohn-Sham gap (eV): 10.56
E_LUMO (eV): 0.910
Highest occupied orbital energy (eV): -9.65

ORCA calculation (ωB97M-V/def2-TZVPD) on a 2-piece molecular cluster, C4H11NO overall at a distorted geometry.

```
17
Properties=species:S:1:pos:R:3:forces:R:3
N -2.9939 -0.9157 0.5290 0.7 -0.5 0.1
C -3.9593 -0.9641 1.5081 0.0 0.2 -0.5
O -4.7442 -1.8615 1.6650 -0.1 0.1 0.1
H -2.7500 -1.7799 0.0567 -0.5 -0.1 0.1
H -2.1459 -0.4596 0.8225 0.0 0.5 -0.1
H -3.9777 -0.0002 2.0510 -0.1 -0.2 0.3
C 0.7479 0.9705 -0.9797 -1.7 -0.1 -0.3
C 2.2557 0.8206 -1.0410 1.0 0.8 0.1
C 2.7551 -0.1120 0.0848 0.2 0.3 -0.2
H 0.1750 0.9908 -1.9185 0.9 0.1 -0.4
H 0.2999 1.8374 -0.4857 0.6 0.0 0.5
H 0.2913 0.0828 -0.5299 0.2 0.0 0.4
H 2.8163 1.7482 -0.8785 -0.6 0.3 0.0
H 2.5436 0.6111 -2.0726 0.1 -0.9 0.2
H 3.7501 -0.5440 0.0345 0.1 -0.2 -1.0
H 2.9180 0.4827 0.9932 -1.0 -0.2 0.1
H 2.0181 -0.9073 0.1611 0.2 -0.2 0.7
```
Positions in Å, forces in eV/Å.

ΔE to the lowest compared entry with this formula, charge and spin (eV): 0.997
Max |F| (hartree/bohr): 0.0342
SMILES: NC=O.CCC
Kohn-Sham gap (eV): 10.91
E_LUMO (eV): 0.692
Highest occupied orbital energy (eV): -10.22

ORCA calculation (ωB97M-V/def2-TZVPD) on one molecule with the formula C4H11NO at a distorted geometry.

```
17
Properties=species:S:1:pos:R:3:forces:R:3
C 1.4299 -0.7236 0.4830 0.5 0.3 0.5
C -0.0470 -0.8625 0.1441 0.7 -0.2 -0.7
N -0.1680 -1.8710 -0.9098 0.0 0.0 -0.1
C -0.6689 0.4653 -0.2878 -0.6 0.1 0.4
C -0.7687 1.4710 0.8443 0.4 0.7 -0.5
O 0.0576 0.9314 -1.4083 0.6 0.3 -0.5
H 2.0727 -0.8067 -0.3914 -0.2 0.1 -0.2
H 1.6386 0.2508 0.9392 0.0 -0.2 0.0
H 1.7879 -1.4890 1.1775 -0.3 0.0 0.0
H -0.5791 -1.2494 1.0009 -0.3 0.1 0.4
H 0.2070 -1.4759 -1.7738 -0.1 -0.1 0.2
H -1.1524 -2.0394 -1.0735 -0.1 -0.1 -0.2
H -1.6816 0.2328 -0.6455 -0.1 0.0 0.1
H -1.1798 2.4206 0.4855 -0.2 -0.2 0.0
H -1.3839 1.1244 1.6666 0.0 -0.2 0.1
H 0.2263 1.7337 1.1986 0.1 -0.2 0.3
H 0.2096 1.8876 -1.4498 -0.3 -0.5 0.4
```
Positions in Å, forces in eV/Å.

ΔE to the lowest compared entry with this formula, charge and spin (eV): 0.691
Max |F| (hartree/bohr): 0.0196
SMILES: C[C@H](N)[C@@H](C)O
Kohn-Sham gap (eV): 10.04
E_LUMO (eV): 0.890
Highest occupied orbital energy (eV): -9.15

ORCA calculation (ωB97M-V/def2-TZVPD) on a 2-piece molecular cluster, C4H11NO overall at a distorted geometry.

```
17
Properties=species:S:1:pos:R:3:forces:R:3
N 0.6777 3.1059 -3.3289 -0.1 -0.2 -0.5
C 1.0384 3.1254 -2.0095 0.1 0.2 -1.5
O 2.1194 2.7497 -1.6221 -0.5 0.2 0.5
H 1.2531 2.7170 -4.0624 0.3 -0.1 0.5
H -0.2522 3.3227 -3.6330 -0.2 0.2 0.3
H 0.2091 3.6140 -1.4636 0.4 -0.3 0.7
C 0.1006 -2.9657 1.7587 -1.0 0.5 -0.7
C -1.0274 -2.4243 2.6417 -0.2 -0.6 1.0
C -2.4346 -2.8684 2.2547 -0.3 -0.1 0.2
H 0.9652 -2.3091 1.7980 0.3 -0.3 0.0
H -0.2506 -3.0233 0.7221 0.2 0.2 0.0
H 0.3186 -3.9948 2.0264 0.3 0.0 0.2
H -1.0419 -1.3523 2.8430 0.4 0.1 -0.6
H -0.8232 -2.8485 3.6333 -0.2 0.1 0.1
H -3.1620 -2.5513 3.0064 0.1 0.0 0.1
H -2.8130 -2.4587 1.3189 0.3 0.1 -0.2
H -2.5037 -3.9551 2.1934 0.0 -0.1 -0.1
```
Positions in Å, forces in eV/Å.

ΔE to the lowest compared entry with this formula, charge and spin (eV): 0.608
Max |F| (hartree/bohr): 0.0292
SMILES: NC=O.CCC
Kohn-Sham gap (eV): 11.12
E_LUMO (eV): 0.885
Highest occupied orbital energy (eV): -10.23

ORCA calculation (ωB97M-V/def2-TZVPD) on a 2-piece molecular cluster, C4H11NO overall at a distorted geometry.

```
17
Properties=species:S:1:pos:R:3:forces:R:3
C 0.0889 1.0674 0.3379 -0.2 -0.5 -0.6
C 0.6876 0.3544 -0.6496 1.2 -1.1 -0.8
N 0.0939 -0.6064 -1.5547 -2.4 1.5 -1.3
C 2.2088 0.2590 -0.8249 0.0 -0.1 4.5
C 3.0520 0.6623 0.5873 0.4 -1.2 -2.3
H 0.4518 2.0573 0.6208 0.7 -0.8 0.6
H -0.7647 0.6883 0.8975 -0.6 0.4 -0.9
H -0.9366 -0.3309 -1.5693 1.6 -0.9 0.0
H 0.3578 -0.4806 -2.6275 0.0 -0.1 3.3
H 2.5481 -0.7888 -1.1065 -0.6 1.7 -0.1
H 2.5179 1.0989 -1.3305 1.1 1.2 -2.5
H 2.6585 0.3754 1.5799 0.2 -0.4 -0.8
H 3.3111 1.7079 0.6388 -0.7 0.7 -0.2
H 4.0496 0.2668 0.2640 -0.6 -0.3 1.2
O -4.9843 -1.4381 1.7108 -2.4 1.0 -1.1
H -5.6382 -2.1483 1.9167 0.8 0.8 -0.2
H -5.5618 -0.7544 1.2080 1.6 -1.7 1.3
```
Positions in Å, forces in eV/Å.

ΔE to the lowest compared entry with this formula, charge and spin (eV): 3.345
Max |F| (hartree/bohr): 0.0871
SMILES: C=C(N)CC.O
Kohn-Sham gap (eV): 8.74
E_LUMO (eV): 0.882
Highest occupied orbital energy (eV): -7.85

ORCA calculation (ωB97M-V/def2-TZVPD) on one molecule with the formula C4H11NO at a distorted geometry.

```
17
Properties=species:S:1:pos:R:3:forces:R:3
C 1.5019 -0.1594 0.6909 -1.3 -1.4 1.2
C 0.8519 0.7671 -0.3203 1.2 0.0 0.1
O 1.3044 2.1029 -0.0135 -0.2 0.0 -0.8
C -0.6678 0.7861 -0.2665 -0.8 0.7 0.2
C -1.5335 -0.4812 -0.3991 1.9 -2.3 -0.3
N -0.9965 -1.8055 0.1715 0.6 2.0 0.3
H 1.1037 0.1287 1.6927 0.5 0.0 -0.5
H 2.5636 -0.4661 0.8102 -0.3 1.3 -0.7
H 1.0287 -1.1126 0.4832 0.0 -0.4 0.1
H 1.1425 0.4870 -1.3359 0.2 0.1 -0.1
H 1.9996 2.2756 -0.6542 0.1 0.3 0.2
H -0.9084 1.3775 0.6092 -0.2 -0.2 0.6
H -1.0429 1.4539 -1.0770 0.5 -0.4 0.3
H -2.5247 -0.3657 -0.0016 -0.5 0.7 -0.3
H -1.4963 -0.7047 -1.4753 -0.8 0.1 0.2
H -0.7346 -1.7001 1.1701 -0.8 -0.6 -1.0
H -1.5917 -2.5835 -0.0844 0.0 0.2 0.6
```
Positions in Å, forces in eV/Å.

ΔE to the lowest compared entry with this formula, charge and spin (eV): 1.684
Max |F| (hartree/bohr): 0.0580
SMILES: C[C@H](O)CCN
Kohn-Sham gap (eV): 10.05
E_LUMO (eV): 1.021
Highest occupied orbital energy (eV): -9.03